# C31H68BrF13GaO11

A structure of composition C31H68BrF13GaO11 (wB97M-V/def2-TZVPD, the OMol25 dataset).

Summary:
- HOMO-LUMO gap (eV) = 7.0
- HOMO (eV) = -5.35
- ΔE to the lowest compared entry with this formula, charge and spin (kcal per mole) = 0.0

Geometry as ORCA input:
```
! wB97M-V def2-TZVPD RIJCOSX def2/J DEFGRID3
* xyz -1 1
C -0.70 -0.38 7.51
C -0.93 -1.95 7.68
C 0.38 -2.86 7.46
Br 2.02 -1.82 7.00
Ga -0.09 -4.31 6.07
C -0.24 -3.62 4.14
C -0.27 -2.00 4.04
C -0.68 -1.61 2.52
F -0.26 -2.59 1.60
F -2.11 -1.69 2.52
C -0.34 -0.11 2.11
F -0.53 0.74 3.24
F -1.38 0.28 1.18
C 1.03 0.15 1.34
F 0.99 1.54 0.99
F 0.97 -0.52 0.11
C 2.38 -0.03 2.16
F 3.25 1.01 1.73
F 2.24 0.23 3.55
C 3.15 -1.41 2.05
F 4.30 -1.28 2.88
F 2.45 -2.51 2.59
C 3.68 -1.85 0.62
F 3.79 -0.84 -0.35
F 2.76 -2.79 0.10
F 4.88 -2.59 0.78
C 1.23 -5.92 6.11
C 2.56 -5.64 5.27
O 3.50 -5.02 5.81
O 2.75 -6.09 3.93
H 0.05 0.00 8.28
H -1.69 0.15 7.71
H -0.37 -0.16 6.45
H -1.36 -2.22 8.71
H -1.72 -2.29 6.91
H 0.60 -3.38 8.46
H -1.56 -4.88 6.48
H -1.23 -3.97 3.70
H 0.60 -4.08 3.51
H -1.09 -1.58 4.70
H 0.78 -1.66 4.31
H 1.55 -6.15 7.19
H 0.73 -6.89 5.74
H 2.17 -5.59 3.31
C 7.10 0.40 0.07
C 8.11 -0.71 0.28
O 9.36 -0.16 0.71
H 7.46 1.11 -0.67
H 6.14 -0.01 -0.26
H 6.93 0.95 1.00
H 8.29 -1.25 -0.65
H 7.76 -1.42 1.04
H 9.20 0.31 1.54
C -3.27 0.45 -2.35
C -3.98 1.41 -1.42
O -4.03 0.87 -0.10
H -3.78 -0.52 -2.37
H -3.23 0.84 -3.37
H -2.25 0.26 -2.01
H -5.01 1.57 -1.76
H -3.47 2.38 -1.39
H -3.11 0.74 0.19
C -1.64 -1.25 -6.75
C -3.05 -1.18 -6.21
O -3.34 0.14 -5.75
H -0.92 -0.98 -5.97
H -1.41 -2.26 -7.10
H -1.50 -0.55 -7.57
H -3.18 -1.87 -5.37
H -3.78 -1.44 -6.99
H -3.23 0.74 -6.50
C 0.84 2.95 -9.18
C -0.01 2.22 -8.16
O -0.75 1.18 -8.79
H 0.20 3.39 -9.96
H 1.41 3.75 -8.71
H 1.53 2.27 -9.68
H -0.71 2.90 -7.68
H 0.63 1.77 -7.39
H -0.12 0.58 -9.21
C -2.09 3.56 2.46
C -2.50 4.00 1.08
O -1.35 4.12 0.25
H -1.40 4.28 2.91
H -2.96 3.46 3.12
H -1.58 2.60 2.42
H -3.00 4.97 1.11
H -3.18 3.28 0.63
H -0.92 3.26 0.22
C 0.51 4.33 -2.54
C 0.38 2.86 -2.87
O 0.88 2.61 -4.18
H -0.04 4.94 -3.26
H 0.12 4.54 -1.54
H 1.55 4.65 -2.59
H -0.67 2.55 -2.84
H 0.94 2.25 -2.16
H 1.80 2.87 -4.20
C -8.01 0.78 0.83
C -8.14 -0.70 0.50
O -7.64 -0.95 -0.81
H -8.57 1.38 0.10
H -8.40 0.99 1.83
H -6.97 1.10 0.77
H -9.18 -1.01 0.53
H -7.57 -1.30 1.22
H -6.71 -0.68 -0.82
C -1.31 1.81 -13.04
C -2.60 1.91 -12.24
O -2.79 0.74 -11.47
H -1.35 0.95 -13.71
H -1.16 2.71 -13.65
H -0.45 1.68 -12.38
H -3.46 2.02 -12.90
H -2.57 2.78 -11.56
H -2.02 0.65 -10.88
C 5.48 0.48 9.10
C 4.66 -0.26 10.14
O 3.91 -1.30 9.53
H 4.84 0.90 8.33
H 6.06 1.28 9.56
H 6.17 -0.21 8.60
H 3.95 0.42 10.62
H 5.30 -0.69 10.91
H 4.54 -1.90 9.11
*
```